Record 1
Molecular formula: C8H17LaP2
Method: DFT, wB97M-V/def2-TZVPD

The value obtained for the frontier orbital gap (spin up / spin down) is 3.76 / 3.76 eV. The net charge is 0. The LUMO energy (spin up / spin down) is 0.14 / 0.13 eV. The HOMO energy (spin up / spin down) is -3.6 / -3.6 eV. As for the relative energy (zero: lowest compared OMol25 entry of this formula, charge and spin): 0.00 kJ/mol.

Each line ends with the Mulliken charge.
Geometry (Å):
C -0.570 0.033 -3.432  -0.4442
C -1.376 1.087 -2.914  -0.6332
C -0.499 2.087 -2.380  -0.6457
C 0.845 1.653 -2.604  -0.6725
C 0.802 0.392 -3.244  -0.5425
La -0.146 0.022 -0.792  0.3924
P -0.256 -2.820 -0.790  -0.1138
H -0.922 -0.813 -3.968  0.5536
H -2.460 1.076 -2.859  0.4630
H -0.807 2.895 -1.752  0.5524
H 1.642 -0.196 -3.586  0.4522
H 1.742 2.111 -2.189  0.4188
H 0.867 -3.554 -1.188  0.0293
H -1.334 -3.520 -1.326  0.0378
H -0.359 -3.189 0.594  0.0202
C -0.585 -0.500 3.707  -1.1774
P -0.197 -0.195 2.000  0.4641
C -0.447 1.645 1.800  -1.3063
C 1.617 -0.588 1.857  -1.1074
H -1.635 -0.217 3.852  0.3543
H 0.112 0.135 4.257  0.3729
H -0.435 -1.571 3.885  0.3230
H -0.093 2.087 2.732  0.3280
H 0.038 2.197 0.965  0.4189
H -1.528 1.848 1.747  0.4073
H 2.062 -0.240 2.795  0.3396
H 1.727 -1.683 1.832  0.3505
H 2.195 -0.180 1.002  0.3646

Record 2
Molecular formula: C5H4O5P
Method: DFT, wB97M-V/def2-TZVPD

The value obtained for the frontier orbital gap is 7.10 eV. The net charge is -1. The LUMO energy is 3.33 eV. The HOMO energy is -3.8 eV. As for the relative energy (zero: lowest compared OMol25 entry of this formula, charge and spin): 138.52 kJ/mol.

Each line ends with the Mulliken charge.
Geometry (Å):
C 2.628 -1.739 1.830  0.7034
C -1.523 -0.087 -0.091  0.9821
C -0.332 -0.703 0.254  -0.6971
C 0.943 -0.158 0.132  -0.2494
C 1.060 1.308 -0.502  -1.0920
O -1.757 1.167 -0.240  -0.3267
O 3.514 -2.007 1.138  -0.3874
O -2.674 -0.734 -0.324  -0.4490
O -3.169 0.926 -2.369  -0.5349
O 1.848 -1.642 2.680  -0.3699
P -3.400 0.863 -0.908  0.0769
H -0.388 -1.720 0.418  0.3818
H 0.149 1.846 -0.364  0.3932
H 1.036 1.046 -1.528  0.2815
H 2.064 1.635 -0.126  0.2875

Record 3
Molecular formula: C13H28NNaO7
Method: DFT, wB97M-V/def2-TZVPD

The value obtained for the frontier orbital gap is 2.82 eV. The net charge is -2. The LUMO energy is 3.89 eV. The HOMO energy is 1.1 eV.

Each line ends with the Mulliken charge.
Geometry (Å):
Na -0.374 -0.147 1.280  0.7064
C 0.142 -4.470 0.271  -1.1068
C 1.134 -3.880 -0.732  0.7588
O 1.899 -4.526 -1.421  -0.5787
N 0.982 -2.401 -0.947  0.7963
H 0.007 -2.167 -0.831  0.1616
H 1.308 -1.867 -0.154  -0.0130
C 1.426 -1.959 -2.365  -0.7483
H 0.367 -5.480 0.615  0.3793
H -0.849 -4.625 -0.154  0.2838
H -0.090 -3.889 1.163  0.3501
H 2.510 -2.055 -2.430  0.3448
H 1.092 -0.923 -2.427  0.1562
H 1.001 -2.655 -3.088  0.3580
O -1.860 -1.792 -0.448  -1.0021
C -2.942 -1.933 0.473  -0.8133
C -2.766 -2.385 2.069  -0.5390
O -1.736 -1.853 2.929  -0.8521
H -3.642 -2.648 0.041  0.4337
H -3.660 -1.115 0.407  0.3254
H -2.710 -3.473 2.092  0.1621
H -3.720 -2.124 2.528  0.3172
O 0.663 0.728 3.555  -0.8867
C 1.952 0.932 2.895  -0.3858
C 2.685 -0.153 2.011  -0.5396
O 1.914 -1.188 1.380  -0.9317
H 2.709 1.299 3.587  0.3256
H 1.814 1.804 2.256  -0.0721
H 3.402 -0.661 2.656  0.3997
H 3.362 0.303 1.289  0.1390
C 2.002 3.756 -1.336  -1.3880
C 1.754 2.237 -1.481  0.8393
O 1.160 1.538 -0.671  -0.2590
C 2.467 1.555 -2.614  -0.8909
H 1.249 4.147 -0.651  0.2874
H 1.752 4.177 -2.310  0.4179
H 2.981 4.096 -0.999  0.3407
H 2.585 0.523 -2.284  0.0627
H 3.427 2.053 -2.750  0.3982
H 1.957 1.588 -3.577  0.3020
C -2.872 4.034 0.730  -1.3091
C -2.390 2.634 0.449  0.9206
O -1.733 1.897 1.236  -0.4450
C -2.752 2.007 -0.902  -0.9690
H -2.270 4.875 0.388  0.2857
H -3.145 4.107 1.783  0.3295
H -3.825 4.263 0.253  0.3780
H -2.630 0.924 -0.934  0.1606
H -2.051 2.400 -1.639  0.2209
H -3.685 2.490 -1.193  0.3889

Record 4
Molecular formula: C20H27N3O2
Method: DFT, wB97M-V/def2-TZVPD

The value obtained for the frontier orbital gap is 9.82 eV. The net charge is 0. The LUMO energy is 0.78 eV. The HOMO energy is -9.0 eV. As for the relative energy (zero: lowest compared OMol25 entry of this formula, charge and spin): 173.71 kJ/mol. Its SMILES is C=C(C)CN(CC)C(=O)CCc1nnc(CCCc2ccccc2)o1.

Each line ends with the Mulliken charge.
Geometry (Å):
C 5.640 -2.581 1.063  -1.0284
C 4.678 -2.052 0.323  0.9049
C 3.244 -2.459 0.442  -1.0431
C 4.983 -0.993 -0.714  -1.2813
N 4.416 0.296 -0.377  0.1412
C 5.019 0.996 0.748  -0.7307
C 4.274 0.737 2.054  -0.9782
C 3.348 0.878 -0.960  0.7556
O 2.959 1.982 -0.618  -0.6762
C 2.637 0.117 -2.080  -0.4881
C 1.241 0.717 -2.249  -0.8836
C 0.531 0.629 -0.950  0.3491
N 0.737 -0.233 -0.009  0.2325
N -0.107 0.075 1.002  -0.8968
C -0.787 1.106 0.627  0.7285
C -1.863 1.804 1.365  -0.8034
C -3.242 1.413 0.816  -0.5763
C -3.569 -0.058 1.097  -0.8699
C -4.866 -0.438 0.443  0.2169
C -4.885 -0.922 -0.859  -0.2492
C -6.081 -1.234 -1.480  -0.6139
C -7.278 -1.063 -0.806  -0.4121
C -7.271 -0.579 0.491  -0.5675
C -6.073 -0.268 1.109  -0.3277
O -0.434 1.508 -0.617  -0.3169
H 5.437 -3.338 1.800  0.3024
H 6.671 -2.284 0.962  0.2903
H 3.098 -3.112 1.298  0.4228
H 2.591 -1.593 0.545  0.1938
H 2.936 -3.000 -0.454  0.2645
H 4.610 -1.314 -1.687  0.4434
H 6.069 -0.871 -0.797  0.4580
H 6.060 0.678 0.832  0.3990
H 4.986 2.065 0.522  0.4166
H 4.324 -0.313 2.325  0.2458
H 4.714 1.330 2.851  0.4076
H 3.232 1.022 1.941  0.2176
H 2.533 -0.933 -1.820  0.2362
H 3.205 0.215 -3.007  0.4124
H 1.303 1.769 -2.529  0.2615
H 0.681 0.178 -3.018  0.3657
H -1.785 1.532 2.417  0.3174
H -1.718 2.881 1.255  0.3425
H -4.002 2.047 1.276  0.3535
H -3.266 1.592 -0.262  0.4271
H -3.632 -0.209 2.176  0.3703
H -2.760 -0.686 0.718  0.4044
H -3.952 -1.060 -1.387  0.3816
H -6.080 -1.613 -2.491  0.3677
H -8.212 -1.308 -1.289  0.3698
H -8.202 -0.445 1.023  0.3700
H -6.072 0.107 2.123  0.3724

| no. | electronic energy (hartree) |
| --- | --- |
| 1 | -1029.12169 |
| 2 | -910.53176 |
| 3 | -1255.59643 |
| 4 | -1093.05432 |